1.
9
Properties=species:S:1:pos:R:3 method="wB97M-V/def2-TZVPD" homo_ev="-8.77 / -13.16" charge=+1 gap_ev="3.285 / 2.479" multiplicity=3 molar_mass_g_mol=169.97 relative_energy_kj_mol=323.59
C 1.53 0.29 0.22
C 0.26 -0.33 0.43
N 1.03 -1.04 -0.27
I -3.41 1.53 -0.57
H 1.69 1.10 -0.50
H 2.38 0.33 0.99
H -0.75 -0.07 0.71
H -4.10 0.13 -0.28
H 1.37 -1.93 -0.73



2.
56
Properties=species:S:1:pos:R:3 method="wB97M-V/def2-TZVPD" homo_ev=-9.02 gap_ev=9.325 molar_mass_g_mol=388.47 smiles="CC(C)C(=O)N(C)CC(=O)N1C[C@H](CNC(=O)c2cnoc2C2CC2)[C@H]2C[C@H]21" relative_energy_kj_mol=346.02
C -4.74 -4.01 2.72
C -3.91 -2.80 3.12
C -3.53 -2.86 4.61
C -4.69 -1.52 2.87
O -5.91 -1.52 2.90
N -3.98 -0.36 2.70
C -4.72 0.83 2.30
C -2.57 -0.35 2.41
C -2.27 -0.78 0.97
O -3.12 -1.24 0.24
N -0.97 -0.63 0.59
C -0.55 -0.87 -0.79
C 0.59 0.14 -1.03
C 1.71 -0.48 -1.85
N 2.76 0.47 -2.19
C 3.93 0.52 -1.51
O 4.17 -0.18 -0.54
C 4.93 1.50 -2.00
C 6.21 1.69 -1.41
N 6.89 2.61 -2.02
O 6.06 3.08 -3.03
C 4.90 2.41 -3.01
C 3.89 2.80 -4.00
C 4.32 3.16 -5.39
C 3.58 1.88 -5.16
C 1.05 0.55 0.37
C 0.18 1.51 1.14
C 0.05 0.03 1.35
H -4.99 -3.97 1.66
H -4.18 -4.93 2.90
H -5.67 -4.04 3.29
H -3.00 -2.80 2.52
H -2.93 -2.01 4.92
H -4.44 -2.87 5.22
H -2.97 -3.77 4.82
H -5.73 0.76 2.68
H -4.23 1.71 2.73
H -4.75 0.93 1.21
H -2.19 0.66 2.57
H -2.02 -0.99 3.09
H -0.19 -1.89 -0.91
H -1.40 -0.74 -1.46
H 0.20 1.01 -1.57
H 2.17 -1.29 -1.29
H 1.31 -0.89 -2.78
H 2.66 1.03 -3.02
H 6.64 1.16 -0.57
H 3.06 3.36 -3.59
H 3.80 3.97 -5.88
H 5.38 3.11 -5.61
H 4.15 0.96 -5.22
H 2.56 1.81 -5.50
H 2.10 0.51 0.59
H 0.66 2.10 1.92
H -0.63 2.00 0.62
H 0.36 -0.43 2.28



3.
18
Properties=species:S:1:pos:R:3 method="wB97M-V/def2-TZVPD" homo_ev=-13.12 charge=+1 gap_ev=9.823 molar_mass_g_mol=136.20 relative_energy_kj_mol=289.56
C 1.54 -0.40 0.01
C 0.11 1.25 0.58
C 0.33 -0.90 -0.86
C -0.90 0.56 -0.34
N 0.89 0.26 1.19
O -0.19 -2.08 -0.53
O -1.38 1.44 -1.27
S -2.10 -0.36 0.88
H 2.26 -1.17 0.45
H 2.17 0.17 -0.64
H 0.87 1.92 0.05
H -0.60 1.77 1.21
H 0.47 -0.79 -1.94
H 0.20 -0.47 1.55
H 1.58 0.28 2.05
H -0.02 -2.81 -1.16
H -1.92 1.05 -1.97
H -3.29 0.27 0.76



4.
58
Properties=species:S:1:pos:R:3 method="wB97M-V/def2-TZVPD" homo_ev="-2.12 / -2.14" charge=-1 gap_ev="4.350 / 4.371" molar_mass_g_mol=618.64 relative_energy_kj_mol=96.54
Pt 1.92 -0.74 -0.56
O 1.60 -0.66 2.29
N 1.13 0.51 2.55
C 0.56 0.71 3.76
C 0.02 1.90 4.16
C 0.04 2.97 3.27
C 0.61 2.79 2.03
C 1.20 1.57 1.65
S 2.03 1.54 0.13
H 0.57 -0.16 4.40
H -0.39 2.00 5.15
H -0.39 3.93 3.54
H 0.64 3.58 1.31
C 6.57 -0.55 -0.20
C 5.93 -1.90 -0.37
C 6.68 -3.06 -0.30
C 6.09 -4.32 -0.40
C 4.71 -4.41 -0.49
C 3.91 -3.28 -0.51
C 2.43 -3.36 -0.48
C 4.51 -1.96 -0.56
N 3.84 -0.85 -0.85
H 7.66 -0.64 -0.14
H 6.20 -0.09 0.72
H 6.29 0.12 -1.01
H 7.75 -2.99 -0.16
H 6.70 -5.22 -0.37
H 4.23 -5.39 -0.50
H 2.05 -4.36 -0.72
H 1.99 -2.62 -1.23
H 2.07 -3.08 0.51
C -5.99 0.25 -1.42
C -4.63 0.47 -2.07
N -4.03 1.75 -1.74
C -4.66 2.95 -2.29
C -5.37 3.78 -1.23
C -2.79 1.91 -1.17
O -2.26 3.01 -1.13
C -2.15 0.71 -0.56
C -2.75 0.01 0.49
C -2.06 -1.06 1.03
C -0.84 -1.42 0.51
N -0.23 -0.75 -0.49
C -0.90 0.31 -0.99
H -6.37 -0.74 -1.69
H -6.72 0.99 -1.75
H -5.91 0.30 -0.33
H -4.75 0.41 -3.16
H -3.95 -0.32 -1.76
H -5.36 2.64 -3.07
H -3.87 3.56 -2.74
H -6.17 3.21 -0.75
H -5.81 4.67 -1.69
H -4.66 4.09 -0.47
H -3.72 0.32 0.88
H -2.49 -1.63 1.84
H -0.28 -2.26 0.91
H -0.39 0.84 -1.79